No. 1
53
Properties=species:S:1:pos:R:3:forces:R:3 method="wB97M-V/def2-TZVPD" mol_weight_g_mol=516.20 homo_energy_ha=-0.5987 homo_lumo_gap_ev=6.1200 charge=+3
Ga 11.6784 7.3513 10.4319 1.52 -2.01 1.22
C 10.7915 8.3458 14.5388 -0.41 -0.07 0.28
C 10.6350 7.9019 13.2299 -0.64 0.34 -0.44
N 11.6796 7.7852 12.4348 1.14 1.16 0.42
C 12.9082 8.2140 12.9192 -0.93 -1.17 0.11
C 13.0642 8.5668 14.2656 -0.75 -0.27 -0.23
N 11.9697 8.6250 15.0706 0.77 0.03 -0.56
C 13.9881 8.0341 11.9300 0.18 0.71 0.95
C 15.2685 8.4742 12.1130 1.62 0.13 0.18
C 16.2898 8.1298 11.1924 0.68 -0.55 -0.40
C 15.8743 7.3393 10.0879 -0.02 0.50 -0.65
C 14.5128 7.1811 9.8618 0.64 -1.41 -0.27
N 13.6110 7.4441 10.8101 -0.06 0.45 -0.39
C 13.8692 6.5377 8.6754 -0.33 0.50 0.28
C 14.4676 6.1994 7.4554 1.07 0.32 0.69
N 13.7628 5.7073 6.4932 -1.06 -0.97 -1.40
C 12.4381 5.5226 6.6224 1.66 0.20 -1.93
C 11.8306 5.9624 7.7511 -1.48 -0.88 0.33
N 12.5301 6.4143 8.7997 0.18 -0.04 -0.74
C 17.7529 8.5246 11.2967 -1.00 -0.51 -0.06
C 18.5667 8.5367 10.1586 -1.25 0.27 -0.46
C 19.7907 9.1681 10.2450 0.56 0.06 -0.35
N 20.3141 9.6314 11.3563 -0.20 -0.14 1.94
C 19.6281 9.4079 12.4929 -0.15 0.39 -0.02
C 18.3347 8.9079 12.5024 0.69 0.01 -1.38
H 9.8647 8.4248 15.1138 0.59 0.14 0.31
H 9.6310 7.7583 12.7971 0.61 -0.31 0.39
H 14.0747 8.7459 14.6947 -1.05 0.04 -0.21
H 15.5398 9.0571 12.9862 -0.10 -0.05 -0.05
H 16.6210 6.9528 9.3660 -0.73 0.32 0.55
H 15.5258 6.3090 7.1795 -0.30 0.21 0.77
H 11.9739 5.1245 5.6935 -0.13 0.23 1.15
H 10.7435 5.8169 7.7742 0.39 0.40 0.65
H 18.1729 8.2217 9.1849 0.39 0.23 0.39
H 20.4267 9.3705 9.4052 -0.12 -0.27 -0.70
H 20.0296 9.7007 13.4702 0.35 -0.01 -0.65
H 17.8652 8.7588 13.4175 -0.92 -0.04 1.48
N 7.8489 6.9066 9.6226 -0.73 -0.12 0.71
C 7.8115 5.8073 10.4358 -1.76 -1.50 -1.02
C 9.0550 5.5175 10.7940 2.11 -0.40 0.85
N 9.8689 6.5242 10.3096 0.76 -0.47 0.57
C 9.1062 7.3395 9.6341 -0.77 1.46 -1.21
C 9.7154 8.5518 9.1130 -0.07 0.23 0.69
N 10.9860 8.7811 9.5170 -2.12 1.45 -1.47
C 11.3690 9.9860 8.9941 -1.22 -0.17 -0.61
C 10.2708 10.4514 8.2738 2.26 0.10 0.90
N 9.2390 9.5894 8.3937 0.42 -1.37 0.66
H 6.9732 7.2385 9.2337 0.43 0.54 -0.27
H 6.9312 5.1774 10.4719 0.00 0.28 0.32
H 9.5070 4.6756 11.3062 -0.45 0.15 0.07
H 12.3720 10.3560 9.1818 -0.40 0.26 -0.36
H 10.3016 11.2643 7.6326 -0.51 1.57 -0.88
H 8.2717 9.7054 8.0755 0.63 0.07 -0.12


No. 2
13
Properties=species:S:1:pos:R:3:forces:R:3 method="wB97M-V/def2-TZVPD" mol_weight_g_mol=85.11 homo_energy_ha=-0.3478 homo_lumo_gap_ev=9.2453 e_above_lowest_kj_mol=234.5
C 0.5006 -0.0839 1.8935 0.16 -0.09 0.19
C 0.0052 -0.7401 0.5958 0.00 0.03 0.05
N -0.8040 0.3788 0.1097 0.17 0.14 0.03
C -0.5613 0.8990 -1.0081 -0.26 0.34 -0.40
C -0.1776 0.1492 -2.2397 0.03 -0.41 0.51
O -0.1760 0.6799 -3.3114 0.20 0.13 -0.58
H 0.8084 -0.7812 2.6700 0.16 -0.09 -0.07
H -0.3040 0.5569 2.2680 0.19 -0.32 0.14
H 1.3230 0.5873 1.6260 0.00 -0.15 0.24
H 0.8698 -0.9621 -0.0492 -0.28 -0.02 0.04
H -0.5507 -1.6759 0.7314 -0.17 0.40 0.21
H -0.8203 1.9478 -1.1685 -0.44 -0.17 -0.23
H -0.1131 -0.9557 -2.1175 0.23 0.22 -0.12